No. 1
ORCA calculation (ωB97M-V/def2-TZVPD) on a single C4H5NO2 molecule at a distorted geometry.

The multiplicity is 3. For the electronic energy, the calculation gives -360.38598 a.u. Its expectation value of S² is 2.014. For the gap between HOMO and LUMO (spin up / spin down), the calculation gives 8.7 / 9.1 eV.

The geometry in XYZ format:
```
12
Properties=species:S:1:pos:R:3:forces:R:3
C -1.349 -0.932 0.195 2.9 0.1 -1.3
C -0.046 0.980 1.000 3.6 -2.8 -1.2
C -0.105 -0.233 -0.014 0.8 -0.9 3.9
C 1.073 -0.783 -0.805 -0.7 -0.1 1.4
N -2.291 -1.564 0.046 -1.6 -0.7 0.4
O -0.652 1.984 0.306 -2.9 -0.1 -4.2
O -1.164 1.286 -0.822 0.2 4.4 1.5
H -0.558 0.710 1.864 -1.2 -0.1 1.6
H 0.978 1.305 1.305 -0.6 -0.2 -0.4
H 1.227 -0.096 -1.587 0.2 0.6 -1.5
H 0.817 -1.767 -1.147 -0.2 -0.3 -0.6
H 2.069 -0.890 -0.341 -0.7 0.3 0.6
```
Positions in Å, forces in eV/Å.

No. 2
ORCA calculation (ωB97M-V/def2-TZVPD) on 3 unconnected molecules or ions with the total composition C3H6I3N at a distorted geometry.

For the electronic energy, the calculation gives -1065.57752 a.u. For the gap between HOMO and LUMO (spin up / spin down), the calculation gives 5.8 / 8.3 eV.

The geometry in XYZ format:
```
13
Properties=species:S:1:pos:R:3:forces:R:3
C -2.370 -0.204 -0.086 -2.4 1.8 0.3
C 1.779 1.138 0.346 1.8 1.8 0.2
C 1.439 -0.048 -0.040 -3.0 -0.7 -1.1
N -2.005 0.007 1.294 0.0 1.4 -1.1
I 3.933 -0.087 -3.049 0.0 0.0 0.1
I 2.196 -1.940 0.325 0.3 0.3 0.0
I -1.843 -1.546 2.444 0.0 -1.0 0.4
H -3.524 -0.149 -0.208 1.6 0.1 0.4
H -1.955 0.532 -0.782 0.0 0.6 0.6
H -2.107 -1.084 -0.537 0.8 -2.9 -0.7
H 1.281 2.066 0.075 -0.6 -0.5 -0.1
H 2.726 1.372 0.780 0.6 -0.2 0.7
H 0.451 -0.057 -0.561 0.9 -0.6 0.3
```
Positions in Å, forces in eV/Å.

No. 3
ORCA calculation (ωB97M-V/def2-TZVPD) on a molecular structure, C53H41BrFN7O4PbS3 at a distorted geometry.

For the electronic energy, the calculation gives -6789.98477 a.u. For the gap between HOMO and LUMO, the calculation gives 6.2 eV.

The geometry in XYZ format:
```
111
Properties=species:S:1:pos:R:3:forces:R:3
Pb 0.268 0.025 0.139 0.5 0.7 -0.9
Br -1.460 7.602 -0.268 0.1 -0.1 0.0
C -0.562 5.924 -0.077 -0.5 0.2 0.2
C 0.646 5.712 -0.752 0.0 -0.1 -0.1
C 1.223 4.483 -0.701 0.1 0.1 -0.1
C 0.657 3.377 0.024 -0.1 0.2 0.0
O 1.239 2.268 -0.015 0.2 -0.1 0.2
C -0.533 3.664 0.793 0.4 0.1 -0.4
C -1.146 2.777 1.715 -0.3 -0.3 0.3
N -1.055 1.487 1.790 0.5 0.7 -0.4
C -1.775 0.786 2.738 -0.9 -0.1 0.8
C -2.835 1.310 3.464 0.4 0.0 -0.4
C -3.517 0.569 4.428 -0.1 -0.4 0.2
C -3.190 -0.737 4.665 -0.2 0.2 0.0
C -2.175 -1.347 3.906 0.1 0.1 -0.3
C -1.859 -2.713 4.048 0.3 0.0 -0.2
C -0.859 -3.255 3.289 -0.3 0.0 0.2
C -0.205 -2.431 2.361 0.1 0.0 0.0
N -0.514 -1.175 2.177 0.2 -0.1 0.1
C -1.464 -0.597 2.929 -0.6 0.0 0.6
C -1.111 4.946 0.701 0.1 0.3 -0.2
H 1.099 6.526 -1.300 0.1 0.0 -0.1
H 2.144 4.280 -1.228 0.1 0.0 0.0
H -1.771 3.313 2.441 0.0 -0.1 -0.1
H -3.163 2.323 3.293 0.0 0.1 0.0
H -4.313 1.045 4.981 -0.1 0.0 0.1
H -3.714 -1.321 5.406 -0.1 -0.1 0.1
H -2.417 -3.307 4.759 0.0 -0.1 0.1
H -0.588 -4.296 3.381 0.1 0.0 0.0
H 0.604 -2.809 1.757 0.1 -0.1 -0.1
H -2.028 5.145 1.236 -0.1 0.0 0.1
C 6.882 -3.609 0.134 0.1 0.2 -0.1
C 7.036 -2.779 -1.144 0.5 -0.5 0.1
C 7.323 -3.722 -2.309 0.1 0.4 -0.1
C 7.308 -2.968 -3.630 0.0 -0.1 0.1
C 5.952 -2.350 -3.801 0.0 0.0 -0.1
C 5.385 -2.204 -5.046 -0.1 0.1 0.1
C 4.113 -1.654 -5.167 -0.1 0.1 0.2
F 3.592 -1.518 -6.408 0.0 0.0 0.1
C 3.393 -1.254 -4.070 0.2 0.0 -0.3
C 3.955 -1.385 -2.795 0.3 -0.1 -0.1
C 3.157 -0.947 -1.631 0.2 -0.1 -0.2
O 1.986 -0.584 -1.799 0.3 0.0 0.1
C 3.886 -0.991 -0.394 -0.3 0.2 0.5
C 5.149 -1.482 -0.365 0.0 0.0 -0.1
N 5.809 -2.030 -1.408 -0.2 0.2 0.4
C 5.245 -1.936 -2.655 -0.5 0.2 -0.8
C 3.338 -0.657 1.007 0.8 -0.3 -0.5
O 4.153 -0.309 1.845 0.2 0.3 0.3
O 2.118 -0.928 1.199 -0.7 -0.2 0.1
H 7.621 -4.406 0.146 0.1 0.0 0.0
H 5.889 -4.053 0.154 -0.1 -0.1 0.0
H 7.012 -3.020 1.036 0.0 0.0 0.1
H 7.865 -2.066 -1.040 -0.1 -0.1 0.0
H 6.539 -4.482 -2.330 0.0 -0.1 0.0
H 8.285 -4.209 -2.143 -0.1 0.0 0.1
H 7.523 -3.641 -4.461 0.0 0.0 0.0
H 8.082 -2.195 -3.634 0.0 0.0 0.0
H 5.929 -2.499 -5.932 0.0 -0.1 -0.1
H 2.408 -0.822 -4.163 -0.1 0.0 0.0
H 5.669 -1.436 0.578 0.0 -0.1 0.1
S 3.392 -4.759 -1.496 -0.2 -0.5 -0.3
C 4.060 -6.215 -2.126 0.0 0.3 0.1
C 3.134 -6.962 -2.782 0.3 0.0 0.0
C 1.860 -6.366 -2.778 -0.2 0.4 0.2
C 1.817 -5.168 -2.112 0.8 -0.4 -0.1
C 0.670 -4.322 -1.877 -0.8 0.3 0.0
C 0.760 -3.191 -1.036 0.0 -0.4 -0.3
N -0.238 -2.389 -0.793 -0.2 -0.1 0.2
C -1.440 -2.632 -1.328 -0.1 -0.7 -0.5
C -1.663 -3.761 -2.152 0.3 0.4 0.3
C -2.970 -4.018 -2.660 -0.4 0.1 -0.1
C -4.001 -3.187 -2.382 0.2 -0.4 -0.2
C -3.806 -2.010 -1.602 0.5 0.2 0.2
C -4.831 -1.088 -1.364 0.2 0.4 0.2
C -4.568 0.076 -0.661 0.4 -0.9 -0.3
C -3.251 0.244 -0.185 -0.4 0.0 0.0
N -2.291 -0.617 -0.365 -0.1 -0.2 0.3
C -2.523 -1.727 -1.075 -0.8 -0.1 -0.3
C -5.562 1.094 -0.433 -0.7 0.5 0.1
C -5.396 2.338 0.120 0.1 -0.4 -0.2
C -6.587 3.085 0.176 -0.4 0.1 0.0
C -7.655 2.410 -0.328 0.1 -0.2 -0.1
S -7.222 0.849 -0.895 0.4 0.4 0.3
C -0.575 -4.596 -2.427 0.4 0.2 0.3
H 5.097 -6.445 -1.969 0.1 0.0 0.0
H 3.345 -7.910 -3.245 0.1 -0.1 -0.1
H 1.001 -6.814 -3.243 -0.2 -0.1 -0.1
H 1.694 -2.942 -0.549 0.1 0.1 0.1
H -3.113 -4.895 -3.275 -0.1 -0.1 0.0
H -4.993 -3.390 -2.760 -0.1 0.0 -0.1
H -5.819 -1.279 -1.760 -0.1 -0.1 -0.1
H -2.981 1.128 0.367 0.0 0.2 0.1
H -4.452 2.721 0.464 0.2 0.0 0.0
H -6.653 4.081 0.577 0.0 0.2 0.1
H -8.674 2.737 -0.403 -0.2 0.1 0.0
H -0.722 -5.454 -3.067 0.0 -0.1 -0.1
C 0.321 1.482 -5.051 0.2 -0.3 -0.2
N -0.296 2.665 -4.513 0.0 0.6 0.1
C -1.132 2.664 -3.461 -0.2 0.4 0.0
S -1.756 1.281 -2.780 -0.2 -0.6 0.4
N -1.523 3.854 -2.960 0.0 0.2 -0.1
C -1.268 5.152 -3.533 0.2 0.0 -0.2
H 0.137 1.405 -6.125 0.0 0.0 0.1
H -0.110 0.623 -4.542 0.1 0.0 -0.1
H 1.396 1.501 -4.868 0.0 0.0 0.0
H 0.069 3.547 -4.836 -0.1 0.0 0.1
H -2.169 3.793 -2.190 0.1 -0.1 0.0
H -1.630 5.209 -4.565 0.0 0.0 0.0
H -0.202 5.394 -3.508 0.0 0.1 0.0
H -1.792 5.902 -2.947 0.0 0.0 0.0
```
Positions in Å, forces in eV/Å.

No. 4
ORCA calculation (ωB97M-V/def2-TZVPD) on 5 unconnected molecules or ions with the total composition C56H56BBrI3N5O14S2 at a distorted geometry.

For the electronic energy, the calculation gives -7782.73013 a.u. For the gap between HOMO and LUMO, the calculation gives 7.1 eV. The structure (SMILES) is CCCOCc1c(CCOCC)c(Br)c(B(O)O)c2c1N(c1ccccc1)c1c(CCOC=O)c(S)c(I)c([C@H](I)[C@H](C)I)c1S2.O=[N+]([O-])c1ccccc1.O=[N+]([O-])c1ccccc1.O=[N+]([O-])c1ccccc1.O=[N+]([O-])c1ccccc1.

The geometry in XYZ format:
```
138
Properties=species:S:1:pos:R:3:forces:R:3
C -7.522 -0.645 2.673 -0.1 0.2 -0.3
C -6.149 -0.471 2.021 -0.3 0.0 -0.1
C -5.386 -1.780 1.902 0.3 0.2 0.2
O -3.986 -1.629 2.088 -0.2 -0.4 0.2
C -3.391 -0.848 1.083 0.3 0.2 -0.1
C -1.988 -1.309 0.813 0.3 0.1 0.1
C -1.748 -2.297 -0.147 0.3 0.0 0.2
C -2.886 -2.991 -0.824 -0.1 0.3 -0.1
C -3.298 -2.330 -2.146 0.2 0.1 -0.1
O -2.563 -1.136 -2.337 0.1 0.1 0.2
C -2.700 -0.591 -3.631 0.1 0.0 -0.1
C -1.670 -1.157 -4.584 0.1 0.0 0.2
C -0.425 -2.608 -0.453 0.1 0.2 0.2
Br -0.062 -3.933 -1.774 0.0 -0.1 -0.1
C 0.669 -1.976 0.126 -0.1 0.0 0.0
B 2.168 -2.306 -0.282 -0.2 0.0 0.2
O 2.730 -3.510 0.019 0.0 -0.1 -0.2
O 2.919 -1.363 -0.916 -0.3 0.1 -0.3
C 0.380 -0.993 1.068 -0.1 -0.1 0.1
C -0.914 -0.678 1.454 -0.2 -0.2 -0.3
N -1.145 0.331 2.452 0.6 0.1 -0.1
C -1.354 1.659 1.896 -0.3 0.1 0.4
C -0.822 2.077 0.679 -0.3 0.2 -0.1
C -1.137 3.336 0.163 -0.2 -0.1 0.4
C -1.977 4.195 0.861 0.1 -0.4 0.1
C -2.506 3.785 2.076 0.3 -0.3 -0.2
C -2.204 2.527 2.585 0.1 0.4 -0.3
C -0.239 0.250 3.585 -0.3 0.2 0.5
C -0.734 0.322 4.910 0.5 -0.1 -0.6
C -2.197 0.344 5.242 0.0 0.0 0.1
C -2.635 -0.771 6.199 -0.1 0.2 -0.3
O -3.485 -1.731 5.558 -0.3 0.4 0.3
C -2.911 -2.918 5.341 0.5 0.8 -0.3
O -3.490 -3.936 5.445 -0.8 -1.4 -0.1
C 0.189 0.377 5.967 0.0 -0.1 -0.1
S -0.439 0.741 7.587 0.0 0.4 0.1
C 1.552 0.214 5.732 0.3 0.0 -0.3
I 2.859 0.138 7.381 -0.1 0.0 0.1
C 2.054 0.016 4.434 -0.3 0.4 0.5
C 3.513 -0.287 4.245 -0.3 -0.5 -0.6
I 4.506 1.184 3.015 0.1 0.2 0.2
C 3.896 -1.757 3.882 0.2 0.4 -0.2
C 4.585 -2.052 2.562 -0.2 -0.3 0.1
I 2.250 -3.119 4.135 -0.1 -0.1 0.1
C 1.137 0.087 3.379 -0.2 0.0 0.2
S 1.729 -0.089 1.744 0.1 0.0 -0.2
H -7.811 -1.687 2.728 0.0 -0.3 0.1
H -7.559 -0.219 3.667 0.0 0.0 0.3
H -8.289 -0.150 2.087 -0.2 0.1 -0.1
H -5.545 0.227 2.591 0.2 0.1 0.2
H -6.284 -0.034 1.036 0.1 0.1 -0.2
H -5.719 -2.467 2.667 0.1 -0.2 0.3
H -5.568 -2.248 0.933 -0.1 -0.1 -0.2
H -3.977 -0.897 0.168 -0.1 0.0 -0.3
H -3.357 0.201 1.368 -0.1 0.2 0.1
H -2.614 -4.022 -0.994 0.0 -0.3 0.0
H -3.745 -2.976 -0.174 -0.2 -0.2 0.3
H -3.142 -3.006 -2.984 0.1 -0.2 -0.2
H -4.351 -2.091 -2.111 -0.4 0.0 0.0
H -3.709 -0.756 -4.003 -0.3 0.0 -0.1
H -2.554 0.480 -3.543 0.0 0.2 0.2
H -1.875 -2.192 -4.827 0.0 -0.2 -0.1
H -1.616 -0.565 -5.490 -0.1 0.0 -0.3
H -0.699 -1.108 -4.104 0.3 0.0 0.1
H 2.077 -4.137 0.342 0.0 -0.1 0.2
H 3.402 -1.773 -1.649 0.3 0.0 0.2
H -0.199 1.428 0.089 0.2 -0.2 0.0
H -0.722 3.643 -0.782 0.0 -0.1 -0.1
H -2.234 5.162 0.464 0.0 0.2 -0.1
H -3.173 4.437 2.611 -0.1 0.1 0.2
H -2.658 2.239 3.510 -0.1 -0.3 0.3
H -2.429 1.307 5.687 -0.2 0.2 0.0
H -2.785 0.237 4.347 -0.2 0.0 -0.4
H -3.210 -0.372 7.021 -0.2 0.1 0.2
H -1.789 -1.276 6.642 0.2 -0.2 0.0
H -1.870 -2.841 5.018 0.5 0.0 0.1
H -0.056 -0.381 8.197 0.1 -0.2 0.1
H 3.988 -0.101 5.183 0.3 0.2 0.3
H 4.593 -2.053 4.652 0.0 -0.2 0.3
H 5.612 -1.710 2.599 0.2 0.3 -0.1
H 4.062 -1.642 1.712 0.0 0.2 -0.2
H 4.619 -3.125 2.423 0.1 -0.2 0.0
C 8.385 0.500 -0.311 0.0 0.0 0.0
C 7.657 1.065 0.728 0.0 -0.1 -0.1
C 8.279 1.907 1.636 -0.2 0.0 0.0
C 9.625 2.173 1.475 0.0 0.0 0.0
C 10.371 1.621 0.451 0.1 0.0 -0.1
C 9.739 0.776 -0.446 -0.1 0.0 0.0
N 10.287 3.086 2.425 0.0 0.0 0.0
O 9.614 3.546 3.324 0.0 0.0 0.1
O 11.464 3.325 2.247 0.1 0.0 0.0
H 7.893 -0.155 -1.018 0.0 0.0 0.0
H 6.602 0.848 0.833 0.0 0.0 0.0
H 7.727 2.348 2.453 0.1 0.0 0.0
H 11.422 1.847 0.358 0.0 0.1 0.1
H 10.306 0.334 -1.254 0.0 0.0 0.0
C 4.529 7.314 -1.337 0.0 0.0 0.0
C 3.554 7.904 -2.130 0.0 0.0 0.0
C 2.441 7.177 -2.517 0.0 0.1 -0.1
C 2.330 5.865 -2.098 0.0 0.0 0.0
C 3.288 5.253 -1.314 0.1 -0.1 0.1
C 4.395 5.993 -0.932 0.0 0.1 0.0
N 1.136 5.099 -2.485 -0.1 0.0 0.1
O 0.300 5.661 -3.162 0.0 0.0 -0.1
O 1.038 3.957 -2.082 0.2 0.0 -0.1
H 5.394 7.886 -1.030 0.0 0.0 0.0
H 3.657 8.933 -2.444 0.0 0.0 0.0
H 1.672 7.621 -3.130 -0.1 -0.1 0.0
H 3.169 4.226 -1.002 -0.1 0.0 0.0
H 5.155 5.538 -0.317 0.1 -0.1 0.1
C 3.607 -6.273 -6.898 0.0 0.0 0.0
C 2.554 -5.384 -7.067 0.1 -0.1 0.0
C 2.311 -4.405 -6.118 -0.1 0.0 -0.1
C 3.139 -4.340 -5.013 0.0 -0.1 0.0
C 4.189 -5.216 -4.819 0.1 -0.1 0.0
C 4.420 -6.192 -5.775 -0.1 0.0 -0.1
N 2.891 -3.295 -4.009 0.0 -0.1 -0.1
O 1.950 -2.556 -4.184 0.0 0.2 0.1
O 3.652 -3.247 -3.057 0.0 0.2 0.0
H 3.794 -7.034 -7.643 0.0 0.0 0.0
H 1.921 -5.450 -7.940 0.0 0.0 0.0
H 1.496 -3.707 -6.233 0.0 0.0 0.1
H 4.811 -5.140 -3.941 0.0 0.1 0.0
H 5.236 -6.887 -5.643 0.0 0.0 0.0
C -8.971 2.246 -4.514 0.0 0.0 0.0
C -8.306 1.363 -5.354 0.0 0.0 0.1
C -7.561 0.324 -4.821 0.0 0.0 -0.1
C -7.502 0.192 -3.447 0.0 0.0 0.0
C -8.151 1.061 -2.591 -0.1 0.1 0.1
C -8.891 2.097 -3.136 0.0 0.0 -0.1
N -6.722 -0.916 -2.874 0.1 0.0 0.0
O -6.136 -1.654 -3.641 -0.1 0.0 -0.1
O -6.701 -1.028 -1.665 0.0 0.0 0.1
H -9.554 3.054 -4.935 0.0 0.0 0.0
H -8.368 1.481 -6.427 0.0 0.0 0.0
H -7.038 -0.371 -5.460 0.0 -0.1 0.1
H -8.079 0.931 -1.522 0.0 -0.1 0.0
H -9.406 2.787 -2.483 0.0 0.0 0.0
```
Positions in Å, forces in eV/Å.

- electronic energy of number 4 (C56H56BBrI3N5O14S2)?
  -7782.73013 a.u.

- Which of these has the lowest electronic energy?
  C56H56BBrI3N5O14S2

- The lowest electronic energy belongs to which entry?
  C56H56BBrI3N5O14S2

- Number 4 is which compound?
  C56H56BBrI3N5O14S2